# 1
{"formula": "C39H38BiClN3O3", "method": "ωB97M-V/def2-TZVPD", "symbols": ["Bi", "C", "C", "N", "C", "C", "C", "C", "C", "C", "C", "N", "C", "C", "C", "C", "C", "C", "C", "C", "N", "C", "H", "H", "H", "H", "H", "H", "H", "H", "H", "H", "H", "H", "C", "C", "C", "C", "C", "C", "C", "C", "C", "C", "C", "C", "H", "H", "H", "H", "H", "H", "H", "H", "H", "H", "H", "H", "H", "H", "H", "H", "H", "H", "C", "C", "C", "C", "Cl", "C", "C", "C", "O", "C", "C", "O", "O", "H", "H", "H", "H", "H", "H", "H", "H"], "xyz": [[-0.31814, -0.97973, 0.00943], [-2.16749, 1.16889, -3.59181], [-1.95632, 0.62465, -2.32174], [-1.05308, -0.30939, -2.10221], [-0.29336, -0.80352, -3.11280], [-0.43298, -0.29054, -4.41901], [-1.39690, 0.71804, -4.62934], [0.37920, -0.79772, -5.45845], [1.27445, -1.78047, -5.16630], [1.40806, -2.30548, -3.86370], [0.63516, -1.86055, -2.81168], [0.63690, -2.30349, -1.49703], [1.01740, -3.56325, -1.05034], [1.97737, -4.40703, -1.56838], [2.19995, -5.69600, -1.03698], [1.49223, -6.16961, 0.02629], [0.53576, -5.32611, 0.63608], [-0.24066, -5.71557, 1.74897], [-1.15138, -4.85219, 2.29635], [-1.27044, -3.56934, 1.74945], [-0.54949, -3.18776, 0.71743], [0.32972, -4.03171, 0.12207], [-2.92791, 1.92249, -3.72838], [-2.55217, 0.95682, -1.48089], [-1.52232, 1.11972, -5.62656], [0.27612, -0.40167, -6.45850], [1.90937, -2.18243, -5.94397], [2.14810, -3.06998, -3.72765], [2.60409, -4.10511, -2.38664], [2.95490, -6.31409, -1.50265], [1.65568, -7.16305, 0.41894], [-0.10781, -6.70934, 2.15667], [-1.76928, -5.13304, 3.13570], [-1.97501, -2.84572, 2.13663], [3.00196, -1.41726, 2.29516], [2.46544, -0.26021, 1.48865], [2.79302, -0.14125, 0.12783], [3.80848, -1.07667, -0.48458], [2.19195, 0.86567, -0.64301], [2.48158, 0.98659, -2.11846], [1.36835, 1.82879, -0.02849], [0.76513, 2.91155, -0.88436], [1.18058, 1.80527, 1.36321], [0.51435, 2.94528, 2.09621], [1.67777, 0.72419, 2.10711], [1.41796, 0.66495, 3.59067], [3.86768, -1.12153, 2.89120], [3.30435, -2.24680, 1.66199], [2.25669, -1.80006, 2.99084], [3.34897, -1.99918, -0.84989], [4.57050, -1.35119, 0.24079], [4.32391, -0.60941, -1.31849], [3.19922, 1.78929, -2.30363], [1.58581, 1.23173, -2.68715], [2.88227, 0.07071, -2.54125], [1.52306, 3.62828, -1.20886], [-0.01541, 3.45924, -0.36947], [0.32320, 2.49472, -1.79081], [-0.48851, 2.69235, 2.44786], [0.42444, 3.84122, 1.49042], [1.10169, 3.21388, 2.97456], [2.23840, 1.13146, 4.14240], [1.33319, -0.35585, 3.95611], [0.50605, 1.18960, 3.86424], [-3.90372, 2.81412, 3.52453], [-3.25080, 3.71967, 2.52003], [-2.71421, 4.94273, 2.90564], [-2.11692, 5.78004, 1.97708], [-1.44357, 7.28943, 2.50068], [-2.06050, 5.43655, 0.63700], [-2.58913, 4.21770, 0.24233], [-3.15959, 3.36668, 1.17444], [-3.65153, 2.14856, 0.73337], [-2.80293, 1.08316, 1.07617], [-3.36389, -0.23436, 0.53809], [-4.53235, -0.39281, 0.33458], [-2.45140, -1.18124, 0.38290], [-4.36221, 3.39717, 4.32099], [-3.17495, 2.14752, 3.99224], [-4.67081, 2.20054, 3.05532], [-2.76791, 5.25168, 3.94063], [-1.61767, 6.11340, -0.07949], [-2.57256, 3.92032, -0.79870], [-2.70558, 0.97424, 2.16692], [-1.78960, 1.27285, 0.68548]], "charge": 1}



# 2
{"formula": "C23H23AuBr2N4O5S2", "method": "ωB97M-V/def2-TZVPD", "symbols": ["Au", "C", "C", "C", "C", "C", "C", "C", "S", "O", "O", "N", "C", "C", "O", "O", "H", "H", "H", "H", "H", "H", "H", "H", "H", "C", "C", "C", "C", "C", "C", "Br", "C", "C", "Br", "C", "O", "C", "N", "H", "H", "H", "H", "H", "H", "C", "N", "C", "C", "N", "C", "S", "H", "H", "H", "H", "H", "H", "H", "H"], "xyz": [[0.05375, -1.04907, -0.40800], [-2.35100, 3.80710, 3.38045], [-1.35891, 3.30598, 2.37149], [-1.74558, 3.00212, 1.07152], [-0.83029, 2.51412, 0.15114], [0.48558, 2.32529, 0.53763], [0.89755, 2.63128, 1.82716], [-0.02504, 3.12238, 2.73106], [1.61885, 1.56361, -0.58355], [0.99180, 1.55537, -1.88020], [2.90691, 2.17842, -0.41761], [1.76515, 0.01351, -0.12918], [2.44100, -0.34064, 1.11628], [2.84078, -1.83267, 1.05235], [4.01280, -2.11170, 1.28577], [1.93522, -2.62153, 0.65646], [-3.32119, 3.99460, 2.92328], [-2.00547, 4.73210, 3.84233], [-2.48573, 3.07446, 4.17855], [-2.77856, 3.14300, 0.77629], [-1.12590, 2.27212, -0.86029], [1.92910, 2.48405, 2.11452], [0.28830, 3.35050, 3.74230], [1.77397, -0.19613, 1.97095], [3.33387, 0.27271, 1.22444], [-2.09607, -2.41533, -2.81275], [-2.76903, -1.90541, -1.58552], [-4.17994, -1.87458, -1.52802], [-4.82267, -1.45373, -0.40656], [-4.07682, -1.02937, 0.71226], [-4.63015, -0.59062, 1.93690], [-6.50722, -0.56008, 2.17821], [-3.82117, -0.19106, 2.96300], [-2.43017, -0.17430, 2.80790], [-1.35169, 0.37208, 4.24897], [-1.82767, -0.55371, 1.62304], [-0.53369, -0.50864, 1.44512], [-2.67424, -1.03519, 0.58218], [-2.04774, -1.48924, -0.56169], [-2.82027, -2.87625, -3.47982], [-1.33519, -3.15130, -2.55664], [-1.61019, -1.59681, -3.34565], [-4.73728, -2.20233, -2.39308], [-5.90244, -1.43630, -0.36201], [-4.24782, 0.12084, 3.90548], [3.05708, 0.48382, -3.49326], [3.40756, -0.66666, -2.69205], [4.79959, -0.98416, -2.36478], [4.68506, -2.31087, -1.57921], [3.24511, -2.57484, -1.61650], [2.59876, -1.58884, -2.21135], [0.87678, -1.61539, -2.49628], [3.60797, 1.34707, -3.12037], [1.99230, 0.68552, -3.38902], [3.31432, 0.31117, -4.54042], [5.21921, -0.17729, -1.76210], [5.38049, -1.07523, -3.28468], [4.99942, -2.20557, -0.54192], [5.22669, -3.12934, -2.04979], [2.76413, -3.13904, -0.90475]]}



# 3
{"formula": "C6H10O", "method": "ωB97M-V/def2-TZVPD", "symbols": ["O", "C", "C", "C", "C", "C", "C", "H", "H", "H", "H", "H", "H", "H", "H", "H", "H"], "xyz": [[-1.45572, 1.35046, 1.37074], [-0.89749, 1.72664, 0.36462], [-0.88644, 0.94564, -0.93355], [-1.01118, -0.56122, -0.69940], [0.32635, -1.22437, -0.52145], [1.66226, 0.86774, 0.84612], [0.68117, -1.98832, 0.51829], [-0.42266, 2.72625, 0.31611], [-1.73131, 1.31983, -1.52898], [0.02926, 1.19190, -1.48003], [-1.51354, -1.02901, -1.55654], [-1.64035, -0.73124, 0.18111], [1.01298, -1.13600, -1.36569], [2.73595, 0.61831, 0.69526], [1.49144, 0.62036, 1.91582], [1.61894, -2.53823, 0.52731], [0.00033, -2.15874, 1.35026]]}



# 4
{"formula": "C5H9O3Tl", "method": "ωB97M-V/def2-TZVPD", "symbols": ["C", "C", "H", "H", "H", "H", "H", "O", "C", "C", "O", "O", "C", "Tl", "H", "H", "H", "H"], "xyz": [[-0.24743, 3.29642, -0.45379], [-0.75977, 2.24110, -1.39188], [0.13976, 4.16817, -1.01808], [-1.04597, 3.63114, 0.23578], [-0.29521, 2.31722, -2.39106], [-1.85879, 2.10800, -1.39032], [-0.44275, 1.02989, -1.19108], [-0.32585, -1.24375, -0.13191], [0.93300, -0.89033, 0.12104], [-0.59468, -2.55516, 0.37367], [1.62781, 0.09117, -0.11167], [1.48307, -1.75719, 0.98994], [0.52456, -2.73282, 1.40908], [1.80585, 2.35761, 0.77288], [-0.54331, -3.28378, -0.44401], [-1.59550, -2.55786, 0.81655], [0.98804, -3.72392, 1.37323], [0.20716, -2.49589, 2.43163]]}



What did we get for HOMO-LUMO gap? Answer: 7.2 6.9 8.6 6.2 eV, in the order shown.